[1]
This record from the Open Molecules 2025 dataset describes a molecular structure, C37H35ClN6OSTc. The level of theory is wB97M-V/def2-TZVPD.

Geometry as XYZ:
```
82
C37H35ClN6OSTc, DFT wB97M-V/def2-TZVPD
Tc -0.14 -0.06 0.61
N -2.53 2.38 -2.20
C -1.80 1.82 -1.18
S -1.54 0.09 -1.30
N -1.41 2.60 -0.23
N -0.70 1.95 0.77
C -0.49 2.68 1.81
C 0.22 2.26 2.99
C 0.65 3.26 3.87
C 1.31 2.96 5.05
C 1.53 1.62 5.37
C 1.09 0.62 4.55
C 0.43 0.90 3.34
O 0.01 -0.11 2.60
H -2.62 1.85 -3.04
H -2.48 3.38 -2.27
H -0.87 3.70 1.78
H 0.46 4.29 3.61
H 1.65 3.75 5.70
H 2.04 1.37 6.30
H 1.24 -0.43 4.80
C 2.08 -5.79 -1.71
C 2.92 -5.71 -0.47
C 4.11 -6.42 -0.35
C 4.90 -6.32 0.79
C 4.51 -5.51 1.84
C 3.32 -4.81 1.75
C 2.54 -4.90 0.61
N 1.32 -4.16 0.53
C 1.26 -2.79 0.46
N 2.43 -2.16 0.26
C 2.72 -0.78 0.12
C 1.68 0.22 0.11
C 2.14 1.62 -0.29
C 3.61 1.88 -0.19
C 4.48 0.88 -0.06
C 4.06 -0.49 0.05
C 5.11 -1.56 0.15
N 0.13 -2.15 0.55
C -1.07 -2.90 0.73
C -1.62 -2.96 2.01
C -2.80 -3.65 2.22
C -3.43 -4.27 1.16
C -2.89 -4.20 -0.11
C -1.70 -3.51 -0.36
C -1.13 -3.43 -1.75
H 2.58 -6.39 -2.47
H 1.89 -4.80 -2.12
H 1.11 -6.25 -1.50
H 4.43 -7.05 -1.17
H 5.83 -6.88 0.85
H 5.12 -5.43 2.73
H 2.98 -4.18 2.56
H 0.44 -4.63 0.65
H 3.23 -2.77 0.21
H 1.63 2.31 0.39
H 3.95 2.91 -0.28
H 5.55 1.08 -0.03
H 6.11 -1.11 0.12
H 5.06 -2.28 -0.68
H 5.04 -2.13 1.08
H -1.11 -2.44 2.81
H -3.23 -3.69 3.22
H -4.36 -4.81 1.31
H -3.40 -4.67 -0.95
H -1.93 -3.42 -2.49
H -0.49 -4.29 -1.96
H -0.53 -2.53 -1.88
Cl 0.28 7.72 -2.96
C 0.71 6.08 -2.58
C 1.25 5.77 -1.35
C 1.58 4.45 -1.06
C 1.37 3.43 -1.98
C 1.66 1.97 -1.71
C 0.82 3.78 -3.22
C 0.49 5.09 -3.53
H 1.41 6.55 -0.62
H 2.00 4.23 -0.09
H 0.74 1.41 -1.91
H 2.40 1.61 -2.43
H 0.65 3.00 -3.96
H 0.07 5.34 -4.49
```

## Properties
energy above the lowest of the compared OMol25 structures with the same formula, charge and spin = 0.0 kcal/mol
<S²> = 1.11
F_max = 0.3 eV/A
multiplicity = 2
calculated total energy = -2773.95415 Eh


[2]
This record from the Open Molecules 2025 dataset describes a molecular structure, C37H35F5IN7O8P2RbS3SbTe. The level of theory is wB97M-V/def2-TZVPD.

Geometry as XYZ:
```
101
C37H35F5IN7O8P2RbS3SbTe, DFT wB97M-V/def2-TZVPD
Rb -0.89 -1.41 -1.54
C -0.14 -2.09 -5.36
C -0.34 -0.65 -5.02
N -1.38 -0.19 -4.40
C -1.29 1.17 -4.21
C -0.16 1.75 -4.69
S 0.84 0.55 -5.40
C -2.34 1.84 -3.41
C -3.63 1.99 -3.77
S -4.52 2.64 -2.46
C -3.08 2.68 -1.50
N -2.03 2.24 -2.12
C -3.06 3.18 -0.09
H -0.77 -2.70 -4.71
H 0.90 -2.38 -5.24
H -0.45 -2.28 -6.39
H 0.15 2.77 -4.60
H -4.10 1.67 -4.69
H -3.09 4.27 -0.06
H -2.15 2.83 0.38
H -3.92 2.80 0.47
O 1.34 0.29 -2.17
P 2.82 0.41 -1.53
O 3.62 1.47 -2.15
O 2.62 0.42 -0.02
O 3.45 -1.06 -1.81
P 2.90 -2.29 -2.72
O 3.91 -3.46 -2.25
O 3.04 -1.98 -4.16
O 1.53 -2.64 -2.18
H 1.25 -0.59 -2.58
H 4.66 -3.49 -2.85
N 1.61 -3.24 0.68
C 2.66 -2.52 1.20
C 2.68 -2.79 2.53
N 1.68 -3.66 2.86
C 1.05 -3.91 1.73
C -0.13 -4.77 1.66
N -0.61 -5.46 2.67
C -1.74 -6.08 2.19
C -1.95 -5.74 0.88
N -0.90 -4.92 0.55
H 1.49 -3.23 -0.34
H 3.26 -1.89 0.57
H 3.34 -2.39 3.28
H -2.34 -6.71 2.82
H -2.72 -5.98 0.18
H -0.84 -4.47 -0.35
I -7.58 -2.16 0.59
C -5.53 -1.94 0.91
C -5.04 -0.86 1.63
C -3.67 -0.78 1.82
C -2.87 -1.78 1.29
N -3.34 -2.80 0.57
C -4.65 -2.88 0.40
H -5.71 -0.11 2.02
H -3.22 0.04 2.35
H -1.80 -1.76 1.46
H -5.01 -3.71 -0.20
F -5.13 -3.57 -4.47
Te -4.12 -2.23 -3.62
F -3.57 -0.74 -2.56
F -5.41 -2.46 -2.26
F -3.35 -1.96 -5.31
F -5.35 -0.99 -4.30
O -2.81 -3.25 -2.98
S -0.48 0.55 1.09
Sb 1.50 1.57 1.56
C 0.78 2.82 3.21
C 1.31 4.08 3.47
C 0.84 4.85 4.52
C -0.17 4.38 5.34
C -0.71 3.12 5.10
C -0.25 2.36 4.04
C 3.14 0.83 2.70
C 2.92 0.57 4.05
C 3.94 0.08 4.85
C 5.20 -0.13 4.31
C 5.43 0.16 2.97
C 4.40 0.62 2.16
C 1.95 3.18 0.27
C 1.05 3.42 -0.77
C 1.31 4.44 -1.67
C 2.46 5.21 -1.56
C 3.36 4.96 -0.53
C 3.10 3.94 0.39
H 2.10 4.47 2.84
H 1.27 5.84 4.70
H -0.54 4.98 6.16
H -1.51 2.74 5.73
H -0.70 1.39 3.83
H 1.94 0.73 4.49
H 3.74 -0.15 5.89
H 6.00 -0.51 4.93
H 6.41 0.00 2.54
H 4.57 0.80 1.11
H 0.17 2.80 -0.89
H 0.62 4.62 -2.49
H 2.67 5.99 -2.28
H 4.27 5.54 -0.44
H 3.82 3.74 1.17
```

## Properties
energy above the lowest of the compared OMol25 structures with the same formula, charge and spin = 0.0 kcal/mol
F_max = 0.6 eV/A
net charge = -2
calculated total energy = -5623.36645 Eh


[3]
This record from the Open Molecules 2025 dataset describes a molecular structure, C37H35N8O3S2Tm in a non-equilibrium geometry. The level of theory is wB97M-V/def2-TZVPD.

Geometry as XYZ:
```
86
C37H35N8O3S2Tm, DFT wB97M-V/def2-TZVPD
Tm -0.44 1.05 0.15
C -3.14 3.67 2.71
C -2.12 3.13 1.77
N -1.18 2.32 2.15
N -0.90 2.30 3.46
C -1.06 1.22 4.17
N -0.28 1.12 5.30
S -2.27 0.02 3.87
C -1.97 3.72 0.42
C -2.95 4.51 -0.17
C -2.65 5.21 -1.32
C -1.39 5.11 -1.86
C -0.49 4.27 -1.25
N -0.75 3.58 -0.14
H -3.21 3.02 3.58
H -4.12 3.73 2.23
H -2.86 4.67 3.05
H 0.26 1.93 5.55
H -0.63 0.54 6.03
H -3.94 4.57 0.27
H -3.41 5.83 -1.79
H -1.11 5.65 -2.76
H 0.51 4.13 -1.66
C 1.03 -4.42 2.97
C -0.32 -4.15 2.36
C -1.11 -5.23 1.94
C -2.38 -5.03 1.43
C -2.90 -3.75 1.35
C -2.13 -2.67 1.74
C -0.84 -2.87 2.22
N -0.04 -1.72 2.57
C 0.80 -1.14 1.72
N 1.37 -1.95 0.75
C 0.71 -1.92 -0.54
C -0.47 -1.17 -0.72
C -1.10 -1.41 -1.96
C -0.57 -2.23 -2.95
C 0.64 -2.88 -2.73
C 1.28 -2.76 -1.51
C 2.54 -3.53 -1.21
N 1.10 0.15 1.82
C 2.41 0.58 1.46
C 2.56 1.79 0.79
C 3.81 2.30 0.47
C 4.94 1.60 0.85
C 4.81 0.43 1.58
C 3.56 -0.09 1.91
C 3.52 -1.31 2.80
H 0.94 -5.11 3.81
H 1.49 -3.51 3.35
H 1.72 -4.88 2.26
H -0.71 -6.23 2.02
H -2.96 -5.88 1.10
H -3.90 -3.58 0.97
H -2.52 -1.66 1.70
H -0.49 -1.09 3.25
H 1.49 -2.90 1.07
H -2.06 -0.97 -2.15
H -1.10 -2.37 -3.88
H 1.08 -3.49 -3.51
H 2.95 -3.96 -2.12
H 2.35 -4.36 -0.51
H 3.30 -2.89 -0.75
H 1.68 2.39 0.56
H 3.89 3.24 -0.05
H 5.92 1.99 0.61
H 5.69 -0.08 1.93
H 4.31 -1.24 3.55
H 3.69 -2.23 2.22
H 2.57 -1.41 3.33
O 0.77 1.37 -1.68
C -0.25 1.39 -2.44
N -1.47 1.57 -1.94
S -2.61 1.61 -3.14
O -3.10 2.95 -3.31
O -3.56 0.56 -2.97
C -1.46 1.25 -4.44
C -1.68 1.06 -5.79
C -0.58 0.78 -6.58
C 0.70 0.69 -6.03
C 0.91 0.89 -4.67
C -0.19 1.17 -3.90
H -2.68 1.11 -6.21
H -0.71 0.63 -7.64
H 1.54 0.46 -6.68
H 1.89 0.81 -4.22
```

## Properties
energy above the lowest of the compared OMol25 structures with the same formula, charge and spin = 71.6 kcal/mol
<S²> = 2.00
F_max = 1.6 eV/A
multiplicity = 3
calculated total energy = -3976.37572 Eh


[4]
This record from the Open Molecules 2025 dataset describes a molecular structure, C37H36BrLaN7S4 in a non-equilibrium geometry. The level of theory is wB97M-V/def2-TZVPD.

Geometry as XYZ:
```
86
C37H36BrLaN7S4, DFT wB97M-V/def2-TZVPD
La 0.19 -0.34 0.02
S 3.02 -0.51 0.64
C 3.69 1.05 0.03
C 4.61 1.85 0.80
C 5.23 3.01 0.38
C 4.88 3.42 -0.91
C 3.94 2.74 -1.67
C 3.33 1.64 -1.17
S 1.91 1.00 -2.13
C 0.95 2.52 -2.29
C 0.69 3.27 -1.00
C 0.71 4.68 -0.94
C 0.40 5.27 0.24
C 0.30 4.50 1.41
C 0.44 3.12 1.26
C 0.61 2.29 2.48
S -0.42 0.79 2.71
C -2.07 1.46 2.44
C -2.51 2.68 2.99
C -3.80 3.08 2.86
C -4.68 2.33 2.16
C -4.31 1.14 1.63
C -3.02 0.63 1.75
S -2.52 -0.97 1.12
N 0.55 2.51 0.11
H 4.91 1.46 1.79
H 5.79 3.62 1.08
H 5.27 4.32 -1.34
H 3.61 3.27 -2.51
H -0.01 2.30 -2.78
H 1.41 3.23 -2.98
H 0.89 5.29 -1.85
H 0.27 6.33 0.28
H 0.04 5.08 2.33
H 0.50 2.83 3.40
H 1.62 1.88 2.57
H -1.86 3.26 3.61
H -4.10 4.01 3.31
H -5.69 2.67 2.06
H -4.98 0.51 1.07
Br -5.15 4.54 -2.95
C -3.94 3.06 -2.70
C -3.27 2.90 -1.53
C -2.45 1.80 -1.35
C -2.22 0.93 -2.36
C -2.90 1.10 -3.60
C -3.84 2.14 -3.75
N -1.29 -0.14 -2.18
C -1.49 -1.25 -2.81
C -0.43 -2.26 -2.88
C -0.46 -3.30 -3.77
C 0.65 -4.10 -3.94
C 1.76 -3.85 -3.16
C 1.74 -2.83 -2.21
N 0.65 -2.05 -2.09
H -3.38 3.54 -0.68
H -2.01 1.65 -0.42
H -2.56 0.52 -4.44
H -4.39 2.21 -4.67
H -2.43 -1.42 -3.41
H -1.34 -3.52 -4.33
H 0.59 -4.93 -4.68
H 2.56 -4.50 -3.27
H 2.64 -2.56 -1.63
C -0.45 -3.88 0.73
N 0.60 -2.92 1.09
C 0.35 -2.53 2.53
N 0.38 -3.69 3.41
C -0.65 -4.61 2.96
N -0.44 -5.05 1.59
C 0.86 -5.76 1.51
N 1.92 -4.79 1.93
C 1.90 -3.70 1.03
C 1.66 -4.38 3.31
H -0.37 -4.07 -0.35
H -1.38 -3.40 0.86
H -0.63 -2.12 2.52
H 1.08 -1.79 2.78
H -1.66 -4.20 2.98
H -0.64 -5.52 3.55
H 1.01 -6.09 0.50
H 0.78 -6.58 2.13
H 2.10 -3.92 -0.07
H 2.63 -2.94 1.31
H 2.46 -3.71 3.63
H 1.67 -5.26 3.92
```

## Properties
energy above the lowest of the compared OMol25 structures with the same formula, charge and spin = 0.0 kcal/mol
F_max = 3.5 eV/A
net charge = +1
calculated total energy = -6013.10955 Eh


[5]
This record from the Open Molecules 2025 dataset describes a molecular structure, C37H36CaN4O5S6Si in a non-equilibrium geometry. The level of theory is wB97M-V/def2-TZVPD.

Geometry as XYZ:
```
90
C37H36CaN4O5S6Si, DFT wB97M-V/def2-TZVPD
Ca 1.07 0.04 0.18
S 5.88 0.21 6.21
C 4.78 0.36 4.99
S 5.10 1.24 3.54
C 3.51 1.05 2.77
C 2.59 0.33 3.49
S 0.96 0.01 3.09
S 3.18 -0.31 5.03
S 3.30 1.78 1.25
C 1.99 6.50 1.42
N 1.03 5.42 1.40
N 1.04 4.61 0.26
C 0.86 3.26 0.61
O 0.71 2.38 -0.22
C 0.79 3.27 2.05
C 0.95 4.54 2.48
C 1.03 5.06 3.87
C 0.70 5.13 -0.98
C -0.03 6.32 -1.09
C -0.38 6.81 -2.34
C -0.03 6.12 -3.49
C 0.69 4.94 -3.38
C 1.07 4.45 -2.14
H 2.01 6.97 0.44
H 3.00 6.15 1.66
H 1.67 7.23 2.16
H 0.65 2.39 2.64
H 0.73 4.28 4.57
H 0.38 5.93 4.00
H 2.05 5.36 4.12
H -0.34 6.85 -0.20
H -0.95 7.73 -2.41
H -0.32 6.49 -4.46
H 0.97 4.39 -4.27
H 1.63 3.54 -2.06
O 2.27 -0.14 -1.50
N 1.29 -0.05 -2.22
O 1.44 -0.07 -3.43
O 0.18 0.08 -1.74
C -2.32 -1.96 -1.05
C -2.04 -3.12 -0.10
C -2.35 -2.68 1.33
C -2.99 -4.25 -0.48
Si -0.12 -3.43 -0.16
O 0.60 -2.08 0.15
C 0.42 -4.81 1.06
C -0.34 -5.88 1.52
C 0.18 -6.82 2.40
C 1.48 -6.72 2.84
C 2.27 -5.67 2.39
C 1.74 -4.74 1.51
C 0.38 -4.20 -1.85
C 1.46 -3.64 -2.52
C 1.90 -4.13 -3.73
C 1.27 -5.23 -4.30
C 0.20 -5.81 -3.65
C -0.24 -5.29 -2.44
H -3.36 -1.63 -0.98
H -2.13 -2.27 -2.08
H -1.66 -1.13 -0.84
H -3.39 -2.36 1.42
H -1.70 -1.86 1.61
H -2.18 -3.50 2.03
H -4.03 -3.93 -0.36
H -2.85 -5.13 0.14
H -2.85 -4.53 -1.53
H -1.36 -5.99 1.20
H -0.45 -7.64 2.75
H 1.89 -7.44 3.53
H 3.29 -5.58 2.73
H 2.35 -3.91 1.17
H 1.96 -2.79 -2.07
H 2.73 -3.67 -4.24
H 1.60 -5.61 -5.26
H -0.30 -6.67 -4.08
H -1.08 -5.76 -1.94
S -4.09 0.57 1.36
C -2.37 0.86 1.64
N -1.73 1.35 0.66
C -2.51 1.55 -0.43
C -2.10 2.07 -1.66
C -3.03 2.16 -2.68
C -4.35 1.78 -2.49
C -4.79 1.30 -1.27
C -3.86 1.18 -0.25
H -1.94 0.62 2.60
H -1.07 2.35 -1.79
H -2.72 2.53 -3.64
H -5.05 1.85 -3.31
H -5.83 1.03 -1.11
```

## Properties
energy above the lowest of the compared OMol25 structures with the same formula, charge and spin = 26.8 kcal/mol
F_max = 5.0 eV/A
net charge = -2
calculated total energy = -5383.18975 Eh